Record 1
The following is a DFT calculation (the ωB97M-V functional and the def2-TZVPD basis) of a molecular structure, C3H3HgO.

```
8
Properties=species:S:1:pos:R:3:forces:R:3
O -3.166131 1.362830 -0.479171 0.536 -0.512 0.928
C -2.651158 0.847658 0.447275 -0.487 0.447 -0.808
H -2.021986 1.369595 1.217090 -0.057 0.083 -0.101
C -2.582630 -2.289033 0.984824 0.982 -1.024 0.341
C -1.392251 -2.736892 1.205660 -0.851 0.420 -0.190
H -3.053620 -2.409510 -0.000883 0.130 0.267 0.173
H -3.202683 -2.016256 1.853084 0.158 0.146 -0.259
Hg 0.796965 -3.618967 1.617286 -0.411 0.172 -0.084
```
Forces are in eV/Å.

## Properties
Net charge: +1
2S+1: 3
Lowest unoccupied orbital energy (alpha / beta) (hartree): -0.24109 / -0.27825

Record 2
The following is a DFT calculation (the ωB97M-V functional and the def2-TZVPD basis) of a molecular structure, C37H41AlF5GeN2O2PSe.

```
91
Properties=species:S:1:pos:R:3:forces:R:3
Al 0.058189 0.536750 0.215039 -0.658 0.130 -0.320
C 3.790270 1.790598 3.570687 0.004 -0.006 -0.006
C 2.980270 0.689640 2.887272 0.008 0.008 -0.001
C 3.299723 -0.683561 3.469309 0.008 0.010 0.005
C 1.484284 1.027405 2.945637 -0.036 0.010 0.040
C 0.904774 1.025057 4.356069 0.025 0.029 0.009
O 0.254211 -0.256738 4.443030 -0.006 -0.003 -0.122
C 0.047568 -0.670430 3.179792 -0.073 0.024 -0.072
N 0.641977 0.010628 2.260168 0.041 -0.232 0.199
C -0.857977 -1.852067 3.108443 0.085 0.091 0.004
C -1.170394 -2.451420 4.334389 -0.008 -0.039 -0.014
C -2.022368 -3.537307 4.400257 0.008 0.012 -0.035
C -2.593476 -4.037570 3.239746 0.003 0.013 0.023
C -2.289589 -3.452594 2.024284 0.009 -0.032 -0.006
C -1.420334 -2.368936 1.933628 0.067 0.006 -0.008
P -1.010862 -1.677639 0.287847 -0.044 0.064 0.049
C -2.602917 -1.610559 -0.568904 -0.002 -0.063 0.070
C -2.646313 -1.749389 -1.954419 0.045 0.067 -0.019
C -3.843937 -1.590105 -2.631080 -0.012 -0.014 -0.016
C -5.002927 -1.285276 -1.930468 -0.014 0.004 -0.006
C -4.960768 -1.133186 -0.553454 -0.005 0.044 -0.002
C -3.762726 -1.287271 0.127606 -0.017 -0.001 -0.001
C -0.085702 -3.050524 -0.462774 0.031 -0.011 0.009
C -0.696112 -4.180832 -1.001447 -0.013 0.030 -0.042
C 0.074803 -5.220776 -1.494483 0.000 -0.001 -0.006
C 1.460415 -5.143887 -1.448424 0.012 -0.011 -0.003
C 2.074701 -4.022241 -0.914161 -0.005 0.002 -0.004
C 1.303976 -2.976369 -0.427518 0.005 -0.051 0.026
H 4.849246 1.687249 3.333161 0.017 -0.016 0.009
H 3.700272 1.744869 4.657251 -0.024 0.007 0.026
H 3.470181 2.784199 3.250420 0.002 0.015 -0.026
H 3.262819 0.680300 1.835447 -0.021 0.000 -0.005
H 2.983187 -0.760069 4.511871 0.009 0.001 0.022
H 4.374730 -0.867169 3.442201 0.004 0.001 -0.014
H 2.809494 -1.478945 2.906968 -0.013 -0.015 -0.005
H 1.297039 1.991207 2.467787 0.045 0.021 -0.001
H 0.144186 1.793774 4.493814 0.014 0.001 -0.010
H 1.644112 1.074010 5.151173 0.008 0.020 -0.010
H -0.742004 -2.056310 5.241637 -0.002 0.006 0.008
H -2.245801 -3.985065 5.358851 -0.007 -0.004 0.013
H -3.274461 -4.877090 3.280800 -0.004 -0.017 0.000
H -2.743777 -3.836638 1.120023 0.003 -0.007 0.001
H -1.739260 -1.958505 -2.506137 -0.021 0.001 0.024
H -3.868508 -1.692763 -3.708427 0.001 0.004 0.004
H -5.936879 -1.152199 -2.461005 -0.003 -0.002 0.000
H -5.855685 -0.868125 -0.007011 -0.019 -0.001 0.008
H -3.732681 -1.135106 1.199064 -0.001 0.010 0.001
H -1.775564 -4.240237 -1.059109 -0.013 -0.001 0.011
H -0.406509 -6.091572 -1.919726 -0.004 -0.009 -0.004
H 2.059423 -5.957629 -1.835665 0.006 -0.003 -0.010
H 3.154659 -3.955044 -0.888521 0.009 -0.004 0.005
H 1.779575 -2.089719 -0.027794 0.013 0.004 0.015
C 4.479906 2.426201 -1.398223 -0.008 0.024 0.007
N 3.222781 2.019521 -0.788188 0.052 -0.165 0.068
C 2.236911 3.046441 -0.468007 0.000 0.088 -0.019
C 2.945876 0.748797 -0.617636 -0.076 0.011 -0.223
O 1.902288 0.283082 -0.113359 0.424 -0.044 0.339
H 4.318049 2.702507 -2.440612 -0.006 0.028 0.019
H 5.199362 1.612017 -1.345987 0.003 -0.021 -0.038
H 4.876954 3.280961 -0.853298 0.027 -0.018 0.009
H 2.539600 3.975016 -0.945320 -0.001 0.014 0.002
H 2.191173 3.199912 0.610455 -0.023 0.032 0.051
H 1.255108 2.737380 -0.846198 -0.106 0.002 -0.007
H 3.720812 0.049660 -0.943819 0.013 0.025 0.018
F -3.426811 5.957889 -2.294262 0.014 -0.032 0.032
C -3.034925 5.033663 -1.414351 -0.002 0.007 0.000
C -3.843674 3.947024 -1.135699 0.045 -0.002 0.000
F -5.023164 3.822296 -1.751833 0.015 0.001 0.003
C -3.423076 2.996529 -0.221425 -0.014 0.020 -0.041
F -4.241270 1.963666 0.001380 0.003 -0.037 0.014
C -2.205607 3.086877 0.435756 -0.120 -0.029 -0.016
Se -1.620817 1.745023 1.650949 0.136 -0.006 0.097
C -1.430522 4.196985 0.146786 0.050 0.056 -0.008
F -0.246041 4.382196 0.752638 0.032 -0.048 -0.019
C -1.821701 5.161098 -0.762807 -0.013 -0.011 -0.025
F -1.034229 6.212856 -1.020528 -0.017 -0.029 0.004
C -1.034890 1.203230 -4.610475 0.009 -0.002 0.014
Ge 0.263120 0.731193 -3.207239 0.022 -0.074 -0.040
C 1.933060 1.699313 -3.729522 -0.017 -0.009 -0.010
C 0.848191 -1.136499 -3.608548 -0.004 0.068 0.056
C -0.439636 1.084238 -1.493765 0.064 -0.051 -0.014
H -0.617399 1.055612 -5.607473 0.006 -0.009 -0.033
H -1.322891 2.249723 -4.503869 -0.018 0.025 -0.012
H -1.936894 0.596168 -4.519377 -0.029 -0.019 0.021
H 1.978453 1.751029 -4.818860 0.005 0.007 -0.036
H 2.823829 1.157335 -3.400978 0.024 -0.005 0.010
H 1.968096 2.719002 -3.342127 -0.010 0.031 0.019
H 1.357813 -1.205179 -4.571646 0.016 0.030 -0.051
H 0.008316 -1.833069 -3.623355 0.008 -0.028 -0.006
H 1.539897 -1.474833 -2.833127 0.024 -0.044 0.009
H -1.522626 1.220353 -1.599161 0.014 0.120 -0.011
```
Forces are in eV/Å.

## Properties
Net charge: 0
Lowest unoccupied orbital energy (hartree): -0.00956

Record 3
The following is a DFT calculation (the ωB97M-V functional and the def2-TZVPD basis) of 2 unconnected molecules or ions with the total composition H5N3O.

```
9
Properties=species:S:1:pos:R:3:forces:R:3
N 0.317411 -0.773188 -0.779567 1.850 -0.275 0.367
N -0.781859 0.795164 0.363249 0.428 3.621 1.805
N 0.916879 -1.022513 0.379885 0.933 0.681 0.807
O 0.229177 1.568626 0.843608 -2.124 -2.175 -0.899
H 0.758511 -0.282461 -1.545845 0.027 0.319 0.123
H -0.358361 -1.449374 -1.031934 -0.400 -0.792 -0.391
H -1.564096 1.420728 0.146487 0.011 -0.539 -0.079
H -0.999098 -0.088095 0.856459 0.418 0.791 -0.040
H 1.481436 -0.168887 0.767657 -1.143 -1.632 -1.693
```
Forces are in eV/Å.

## Properties
Net charge: 0
Lowest unoccupied orbital energy (alpha / beta) (hartree): 0.03151 / 0.00588

The highest net charge belongs to which entry? C3H3HgO

net charge of number 1 (C3H3HgO)? +1